1.
C60H40N7O7P2Ti | ωB97M-V with the def2-TZVPD basis set

```
117
Properties=species:S:1:pos:R:3:forces:R:3:mulliken_charge:R:1
Ti -0.2501 1.0248 -1.1953 1.54 -0.78 0.60 -1.435
C -4.9175 -3.6219 3.2496 -0.27 -0.42 -0.23 -0.528
C -4.1819 -2.5968 3.8209 0.40 2.00 -0.81 -0.834
C -3.5003 -1.6666 2.9693 0.28 -0.91 -0.01 -0.071
C -3.3369 -1.9089 1.5764 -0.58 -0.78 0.57 0.278
C -3.8967 -3.1322 1.0871 -0.18 0.06 0.71 -0.494
C -4.7004 -3.9409 1.9023 0.58 0.83 -0.05 -0.645
C -2.5920 -1.0099 0.6506 0.67 0.53 0.05 0.456
C -2.5963 0.4024 0.8022 0.52 0.14 -0.71 0.200
C -3.6043 1.0783 1.5003 -1.10 0.07 1.12 -1.627
C -3.3342 2.4073 1.4526 -0.17 1.04 0.31 -1.310
C -2.1335 2.6263 0.7272 0.19 -1.10 -1.71 -0.024
C -1.6184 3.8901 0.2937 -0.91 -0.81 0.31 0.270
C -2.1207 5.1333 0.9541 -0.61 0.45 0.32 0.569
C -2.5415 5.1419 2.2826 0.54 0.34 0.46 -0.589
C -2.9331 6.3195 2.9426 -0.22 -0.55 -0.24 -0.781
C -3.0162 7.5367 2.2646 -0.62 -0.81 -0.33 -0.487
C -2.7063 7.5208 0.8952 0.31 1.15 0.66 -0.762
C -2.2907 6.3607 0.2785 0.87 -0.57 -0.94 -0.285
C -0.7641 4.0289 -0.7983 0.02 -2.36 -0.85 0.595
N -0.5627 3.0515 -1.8344 0.51 0.98 0.78 -0.631
C 0.3971 3.6375 -2.6709 0.26 -0.09 0.86 0.748
C 0.9816 3.0236 -3.7833 -0.35 0.31 0.53 1.083
C 1.8812 3.7827 -4.7010 0.81 -0.29 -0.29 -0.095
C 3.0845 3.2402 -5.2395 -1.29 1.18 0.04 -0.646
C 3.8818 3.9438 -6.1073 1.36 0.38 -0.73 -0.536
C 3.5694 5.2565 -6.4966 0.53 0.21 0.33 -0.471
C 2.4104 5.7918 -5.9572 0.10 0.24 0.00 -0.757
C 1.5860 5.0773 -5.0852 0.48 0.00 -0.45 -0.467
C 0.6256 1.7286 -4.1021 0.13 -1.84 0.84 0.403
C 0.8101 1.2344 -5.4012 -0.26 -1.92 -1.37 -1.164
C 0.2040 -0.0087 -5.4890 0.12 1.35 1.11 -1.895
C -0.2473 -0.3556 -4.1442 0.87 0.83 -0.45 -0.035
N 0.0749 0.7171 -3.2683 -0.89 0.73 -1.75 1.653
C -0.6956 -1.6490 -3.8007 0.92 0.20 0.08 0.533
C -1.0345 -1.8880 -2.4686 -0.75 0.75 2.39 0.493
C -0.9516 -3.1487 -1.7460 -0.21 0.49 0.07 -1.390
C -1.4390 -2.9369 -0.4790 0.39 -0.58 -0.89 -1.244
C -1.8720 -1.5721 -0.4002 0.87 0.25 -1.00 1.178
N -1.4952 -0.8792 -1.5517 0.46 -0.72 -0.61 -0.901
C -0.4978 -2.8279 -4.7623 -0.45 0.52 0.44 0.317
C -1.4614 -3.8673 -4.8053 1.54 0.23 -0.42 -0.149
C -1.2220 -5.0347 -5.5452 -0.06 1.13 -0.24 -0.920
C -0.0401 -5.1329 -6.2802 0.19 -1.40 -0.68 -0.264
C 0.8727 -4.1007 -6.2930 -0.13 1.04 1.03 -0.863
C 0.6531 -2.9168 -5.5470 -0.22 -1.34 0.19 -0.650
C 0.8269 4.8956 -2.1363 0.01 -0.06 0.08 -1.142
C 0.1196 5.0836 -0.9918 0.78 2.66 0.10 -1.178
N -1.6994 1.3416 0.2516 -0.81 0.34 0.45 2.287
H -5.7192 -4.1694 3.7675 0.85 0.07 0.18 0.361
H -4.1311 -2.3374 4.8883 -0.48 -0.42 -0.50 0.399
H -3.0206 -0.7980 3.4427 -0.07 -0.48 -0.32 0.392
H -3.7146 -3.4988 0.0790 -0.14 0.49 0.10 0.385
H -5.1259 -4.8447 1.4875 -0.17 0.09 -0.05 0.382
H -4.4707 0.6042 2.0009 0.79 0.36 -0.53 0.567
H -3.9177 3.2411 1.8384 -0.05 -0.61 -0.12 0.872
H -2.5105 4.2000 2.8164 0.23 0.34 0.33 0.748
H -3.2028 6.2017 3.9888 -0.03 0.32 -0.12 0.366
H -3.4965 8.4147 2.7135 0.66 -0.28 -0.02 0.349
H -2.6671 8.5068 0.3910 -0.32 -0.93 -0.06 0.328
H -2.0025 6.3703 -0.7752 -0.27 0.22 0.26 0.460
H 3.3847 2.2682 -5.0206 0.31 -1.56 0.70 0.749
H 4.8408 3.4851 -6.4545 -1.00 0.37 0.29 0.326
H 4.2879 5.8952 -7.0829 -1.00 -0.92 0.50 0.312
H 2.1482 6.8152 -6.1697 -0.09 0.18 -0.14 0.396
H 0.7123 5.5497 -4.7028 -0.59 0.28 0.16 0.601
H 1.4098 1.7036 -6.1815 -0.70 0.04 0.21 0.547
H 0.0442 -0.5847 -6.3852 0.09 -0.08 0.12 0.772
H -0.4588 -4.0162 -2.1891 -0.37 0.16 0.43 0.631
H -1.4374 -3.6065 0.3741 0.11 0.05 -0.29 0.767
H -2.2996 -3.6693 -4.1873 -0.99 -0.42 0.27 0.627
H -1.9670 -5.7999 -5.6796 -0.17 -0.18 0.42 0.405
H 0.2150 -6.0854 -6.8559 -0.55 1.43 0.86 0.272
H 1.8127 -4.2557 -6.7689 0.52 0.10 -0.49 0.387
H 1.3968 -2.1411 -5.4361 0.17 -0.16 -0.25 0.520
H 1.6280 5.5330 -2.5217 -0.46 -0.43 0.16 0.725
H 0.2236 5.9791 -0.3375 -0.14 -1.07 -0.51 0.550
N 3.4222 -4.2784 10.4824 -1.94 -0.19 -2.83 -0.535
C 2.8493 -4.3568 9.4517 1.98 -0.51 2.37 0.042
C 2.3777 -4.4220 8.0828 0.91 0.52 -0.32 0.470
C 3.3485 -4.3238 7.0387 -1.32 0.57 -0.03 -0.770
C 2.9087 -3.8251 5.8113 0.94 -0.63 -0.56 -0.139
C 1.5481 -3.5601 5.5206 -0.15 -0.53 -0.10 -0.082
C 0.6006 -3.9130 6.5024 1.93 0.51 0.21 -0.329
C 1.0269 -4.2723 7.7945 0.12 0.08 -0.84 -0.808
C 1.1702 -2.9538 4.1765 0.72 -0.50 -1.46 0.590
C 0.7157 -1.6323 4.1247 -1.87 1.94 1.80 0.113
C -0.0828 -0.8835 5.1167 0.82 0.76 0.03 -0.232
C -0.0370 0.4874 4.7204 -0.91 -2.55 1.94 -1.026
C 0.7465 0.4988 3.5862 0.94 -0.44 -2.78 -0.352
N 1.0788 -0.7260 3.1657 1.06 0.64 -0.29 -0.187
C 1.5012 -3.5971 2.9377 0.41 -0.97 0.40 -0.546
C 2.2254 -4.8451 2.7756 0.04 -0.43 -1.81 -0.527
C 2.3240 -5.0563 1.3449 0.80 -0.93 3.08 -1.462
C 1.6685 -3.9874 0.7950 -1.46 2.68 0.64 -0.124
N 1.1571 -3.0987 1.6868 0.27 -1.31 -0.57 0.363
H 4.4006 -4.5826 7.1696 -0.37 0.30 0.24 0.398
H 3.7019 -3.7181 5.0343 -1.03 0.16 0.49 0.447
H -0.4040 -3.7243 6.2578 -1.27 -0.09 0.00 0.757
H 0.3477 -4.4477 8.6052 -0.48 0.18 0.13 0.411
H -0.5502 -1.2542 6.0359 0.20 0.07 -0.41 0.424
H -0.5021 1.2788 5.2758 -0.03 0.37 -0.01 0.471
H 1.1253 1.3293 2.9554 -0.48 -0.39 0.69 0.371
H 2.5803 -5.5246 3.5540 -0.04 0.37 -0.24 0.488
H 2.8529 -5.8268 0.7735 -0.27 0.18 0.53 0.342
H 1.5818 -3.7543 -0.2480 -0.11 -0.02 -0.39 0.437
O 3.2217 3.3743 -0.7770 -0.88 -0.77 0.11 -0.490
P 2.7520 2.0846 0.0793 -1.75 -1.12 1.12 0.570
O 3.1790 1.9527 1.4984 -0.04 0.87 -1.94 -0.689
O 1.1969 2.0611 -0.1814 0.50 -0.25 -0.62 -0.394
O 3.3227 0.8696 -0.8511 -0.95 -1.11 -0.44 -0.326
P 2.5967 -0.6201 -1.0479 -0.82 -1.05 2.64 0.212
O 2.6682 -0.9346 -2.5987 -0.86 1.28 -0.65 -0.445
O 3.2187 -1.7095 -0.2386 -0.59 2.04 -1.41 -0.662
O 1.0016 -0.4062 -0.8827 1.70 0.76 -0.45 1.656
H 4.0674 3.7142 -0.5289 0.92 0.23 0.45 0.287
H 3.4039 -1.4586 -2.8594 1.04 -0.74 -0.01 0.286
```
Forces are in eV/Å.

Computed properties:
HOMO level   -3.57 eV
Gap between HOMO and LUMO   3.59 eV
Net charge   -1

***

2.
C60H42F4INO11P2 | ωB97M-V with the def2-TZVPD basis set

```
121
Properties=species:S:1:pos:R:3:forces:R:3:mulliken_charge:R:1
C -9.6726 0.9244 2.1914 -0.36 1.00 0.31 -1.094
C -9.1853 2.1655 1.4546 0.57 -1.10 0.32 0.910
O -8.1065 2.1654 0.9053 -0.57 0.48 -0.11 -0.602
O -10.0192 3.2232 1.5110 0.34 -0.43 -0.46 -0.376
C -9.6148 4.3155 0.6751 -0.17 1.42 -0.15 -0.899
C -8.6947 5.3108 1.3997 -0.39 0.49 -0.39 -0.057
C -9.4519 6.0869 2.5229 0.47 -1.60 0.63 -0.376
C -8.9755 5.5309 3.9148 -0.53 0.06 -0.41 -1.500
C -7.7841 6.2762 4.4854 -0.41 -0.32 0.00 0.403
C -7.9106 7.5684 5.0148 -0.75 -0.40 -0.20 0.160
C -9.2221 8.3590 5.0539 1.22 0.56 0.48 0.923
F -10.3324 7.6057 5.1535 -0.15 0.16 -0.42 -0.301
F -9.1736 9.1103 6.1989 -0.48 -0.14 -0.05 -0.336
C -9.2961 9.3974 3.8647 0.34 0.15 0.51 0.081
F -8.3110 9.1083 2.9748 -0.43 -0.15 -0.35 -0.239
F -8.9722 10.6217 4.3449 -0.33 0.00 -0.02 -0.293
C -6.8182 8.2352 5.5159 0.23 0.88 0.34 -0.563
C -5.5519 7.6873 5.5202 -0.27 0.46 0.20 -1.330
C -5.4097 6.4355 4.9867 1.20 -0.68 -0.11 0.940
C -6.5026 5.7262 4.4906 0.08 -0.56 -0.32 0.468
C -6.1853 4.3485 3.9538 0.37 0.00 -0.06 0.060
O -6.8838 3.3660 4.0726 0.14 0.41 -0.08 -0.566
C -4.8257 4.2250 3.2537 -0.74 0.32 -0.28 0.283
P -4.7644 3.1168 1.7718 -0.12 -1.79 0.09 0.408
N -3.6410 2.0286 1.7844 0.27 0.50 -0.15 -0.674
C -3.7827 4.9071 3.7363 0.36 -0.60 -0.33 0.141
P -2.0046 4.9092 3.1247 1.14 0.91 1.11 -0.041
O -1.4306 3.3999 3.3777 -0.84 0.35 -0.36 -0.418
I -2.0237 5.3805 0.6800 -0.35 -0.35 -0.02 -0.129
C -4.0208 5.8137 4.9350 -0.33 -0.16 0.02 -0.280
O -3.1922 6.0202 5.7896 -0.20 0.01 -0.52 -0.557
H -9.3752 0.0304 1.6442 -0.07 0.17 0.07 0.348
H -10.7507 0.9822 2.3712 0.19 -0.21 -0.15 0.314
H -9.1829 0.9370 3.1744 -0.01 -0.13 -0.23 0.237
H -9.2058 3.9924 -0.2868 0.16 -0.34 0.42 0.404
H -10.5310 4.8734 0.4352 0.01 -0.38 0.14 0.493
H -7.8175 4.7743 1.7775 -0.05 0.23 -0.08 -0.339
H -8.3717 6.0437 0.6467 0.15 -0.33 0.04 0.450
H -10.5035 5.7871 2.4369 0.05 0.55 0.01 0.409
H -9.3206 7.1649 2.4418 -0.15 -0.21 -0.10 0.284
H -8.7656 4.4750 3.7406 0.23 0.25 0.27 0.676
H -9.8029 5.5295 4.6313 0.26 0.18 -0.13 0.668
H -10.2778 9.4515 3.3835 0.17 -0.18 -0.05 0.359
H -6.9336 9.2407 5.9118 -0.09 -0.19 -0.07 0.461
H -4.7392 8.2791 5.9269 0.13 -0.38 -0.11 0.485
H -4.7349 3.9994 0.6686 -0.15 0.22 0.44 0.106
H -6.0279 2.4862 1.7360 -0.08 0.85 0.06 -0.066
H -4.0178 1.0896 1.7652 0.05 0.04 0.09 0.218
H -0.5575 3.3153 2.9647 0.01 -0.05 0.07 0.347
C 2.2125 -0.2267 -1.1997 0.06 0.02 0.00 -0.941
C 3.4122 -0.4289 -1.8753 -0.02 0.00 0.04 -0.412
C 4.4986 0.3926 -1.6225 -0.08 -0.23 -0.15 -0.493
C 4.3894 1.4260 -0.7027 -0.09 0.08 0.08 0.306
C 3.1792 1.6439 -0.0418 0.09 -0.03 -0.06 0.328
C 2.0955 0.8076 -0.2855 -0.10 -0.11 -0.06 -0.568
C 3.0295 2.7758 0.9111 -0.28 0.04 0.14 0.646
O 1.9785 2.9627 1.4892 -0.09 0.04 0.09 -0.691
C 4.1918 3.6776 1.1334 0.11 -0.01 -0.08 0.100
C 4.0544 4.7737 1.9764 0.02 0.14 0.10 -0.589
C 5.1326 5.6131 2.2016 0.05 -0.04 -0.04 -0.544
C 6.3568 5.3564 1.5923 -0.07 -0.02 0.01 -0.507
C 6.4982 4.2686 0.7469 0.11 0.14 0.05 -0.509
C 5.4156 3.4314 0.5068 -0.12 0.01 0.05 0.247
C 5.5714 2.2868 -0.4304 0.34 -0.07 -0.18 0.406
O 6.6384 2.0622 -0.9663 -0.04 0.00 0.01 -0.695
H 1.3670 -0.8746 -1.3918 0.01 0.01 0.00 0.433
H 3.4979 -1.2310 -2.5991 -0.03 0.00 0.01 0.589
H 5.4306 0.2299 -2.1464 0.05 0.12 0.09 0.513
H 1.1608 0.9678 0.2355 0.06 0.11 0.03 0.588
H 3.1042 4.9731 2.4535 -0.03 -0.12 -0.06 0.538
H 5.0219 6.4691 2.8547 0.00 -0.02 0.00 0.406
H 7.2003 6.0097 1.7752 -0.01 -0.01 0.00 0.393
H 7.4490 4.0724 0.2699 -0.07 -0.10 -0.06 0.466
C 4.7375 -7.1320 -7.0450 0.06 0.00 -0.03 -0.672
C 5.9344 -7.3432 -7.7213 -0.04 0.05 0.07 -0.491
C 7.0261 -6.5259 -7.4763 -0.03 -0.15 -0.11 -0.592
C 6.9228 -5.4862 -6.5618 -0.11 0.06 0.08 0.186
C 5.7130 -5.2595 -5.9001 0.10 -0.02 -0.05 0.247
C 4.6261 -6.0925 -6.1373 -0.10 -0.10 -0.06 -0.340
C 5.5691 -4.1234 -4.9539 -0.32 0.05 0.12 0.471
O 4.5179 -3.9258 -4.3728 0.05 0.03 -0.08 -0.705
C 6.7337 -3.2270 -4.7358 0.07 -0.05 -0.07 0.235
C 6.5972 -2.1301 -3.8963 0.10 0.23 0.15 -0.282
C 7.6752 -1.2898 -3.6700 0.02 -0.03 -0.01 -0.442
C 8.8996 -1.5506 -4.2778 -0.08 -0.04 -0.01 -0.757
C 9.0398 -2.6417 -5.1209 0.09 0.16 0.07 -0.664
C 7.9561 -3.4779 -5.3601 -0.09 0.01 0.05 0.288
C 8.1086 -4.6272 -6.2937 0.32 -0.10 -0.18 0.537
O 9.1742 -4.8558 -6.8273 -0.03 0.02 0.01 -0.671
H 3.8892 -7.7777 -7.2310 0.01 0.00 0.02 0.419
H 6.0154 -8.1491 -8.4393 0.00 0.00 0.02 0.411
H 7.9581 -6.6947 -7.9989 0.05 0.10 0.09 0.482
H 3.6930 -5.9261 -5.6154 0.06 0.10 0.04 0.480
H 5.6467 -1.9285 -3.4207 -0.04 -0.12 -0.06 0.438
H 7.5648 -0.4314 -3.0182 0.03 -0.01 0.00 0.509
H 9.7438 -0.8984 -4.0955 -0.01 -0.01 0.00 0.414
H 9.9907 -2.8411 -5.5963 -0.07 -0.10 -0.06 0.482
C 3.6802 -12.5665 -1.5764 -0.02 0.03 0.05 -0.504
C 3.1650 -12.5310 -0.2844 0.02 0.04 -0.06 -0.456
C 2.9329 -11.3159 0.3380 -0.03 -0.18 0.05 -0.556
C 3.2255 -10.1298 -0.3240 0.08 0.00 -0.13 0.159
C 3.7644 -10.1660 -1.6116 -0.05 0.01 0.13 0.177
C 3.9798 -11.3875 -2.2382 0.02 -0.18 -0.03 -0.513
C 4.1293 -8.9075 -2.3181 0.14 0.01 -0.35 0.511
O 4.5938 -8.9386 -3.4401 -0.03 -0.01 0.02 -0.688
C 3.9197 -7.6130 -1.6164 -0.04 -0.01 0.14 0.038
C 4.3062 -6.4317 -2.2363 0.05 0.17 -0.06 -0.424
C 4.1050 -5.2175 -1.6020 -0.03 0.03 0.18 -0.133
C 3.5073 -5.1775 -0.3457 0.03 -0.10 -0.06 -0.722
C 3.1249 -6.3528 0.2808 0.00 0.19 0.04 -0.643
C 3.3375 -7.5743 -0.3470 0.04 -0.03 -0.12 0.174
C 2.9539 -8.8304 0.3505 -0.16 0.04 0.34 0.594
O 2.4356 -8.7995 1.4479 0.02 -0.02 -0.03 -0.668
H 3.8527 -13.5173 -2.0646 0.00 0.01 0.01 0.399
H 2.9429 -13.4540 0.2358 -0.01 0.01 -0.01 0.402
H 2.5274 -11.2887 1.3405 -0.01 0.14 -0.03 0.467
H 4.3853 -11.4158 -3.2407 0.02 0.14 0.02 0.473
H 4.7679 -6.4604 -3.2142 -0.04 -0.12 0.00 0.477
H 4.4113 -4.3013 -2.0870 -0.03 -0.02 -0.03 0.504
H 3.3439 -4.2267 0.1462 0.01 -0.01 0.00 0.460
H 2.6646 -6.3213 1.2593 0.01 -0.14 -0.01 0.476
```
Forces are in eV/Å.

Computed properties:
HOMO level   -8.21 eV
SMILES   CC(=O)OCCCCc1c(C(F)(F)C(F)F)ccc2c1C(=O)C([PH2]=N)=C(P(O)I)C2=O.O=C1c2ccccc2C(=O)c2ccccc21.O=C1c2ccccc2C(=O)c2ccccc21.O=C1c2ccccc2C(=O)c2ccccc21
Gap between HOMO and LUMO   6.77 eV
Net charge   0